(1)
Formula: C6H16Si2
Source: the OMol25 dataset
Level of theory: wB97M-V/def2-TZVPD

XYZ file:
```
24
Properties=species:S:1:pos:R:3:forces:R:3:nbo_charge:R:1
C -1.471363 -1.420613 1.287697 0.656 -0.825 0.925 -0.65
C -1.402924 -0.277137 0.304614 1.812 -1.419 0.076 -0.39
Si -3.149041 0.221066 -0.214352 0.562 1.098 -1.506 0.83
C -0.157661 0.065578 -0.183068 -3.662 -0.133 -0.020 -0.39
C -0.274522 1.041732 -1.330861 -0.094 0.368 1.698 -0.65
Si 1.560996 -0.493243 0.275519 0.877 1.662 -1.366 1.33
C 2.495989 -0.264615 -1.419167 0.382 0.490 0.459 -1.08
C 2.071572 0.810657 1.583797 0.626 -3.236 1.001 -1.08
H -0.521156 -1.414661 1.936793 -1.576 -0.144 -0.541 0.21
H -1.512762 -2.455847 0.810112 -0.050 1.322 0.396 0.22
H -2.406412 -1.283357 1.873353 0.847 -0.513 0.254 0.21
H -3.099835 1.721124 -0.408915 -0.316 -0.524 -0.028 -0.16
H -4.299880 -0.072648 0.654194 0.285 -0.206 0.449 -0.15
H -3.506757 -0.453473 -1.530395 0.217 0.336 0.488 -0.15
H 0.586494 1.619863 -1.422606 1.816 0.574 -0.936 0.21
H -0.961656 1.825335 -1.065125 -0.943 0.043 -0.029 0.22
H -0.588197 0.522738 -2.195469 -0.065 -0.224 -1.258 0.22
H 1.856511 -1.878137 0.634366 -0.295 -0.320 0.405 -0.17
H 2.521614 0.819296 -1.768103 -0.042 -1.504 0.382 0.23
H 3.541004 -0.634851 -1.351980 -0.485 0.320 0.073 0.23
H 2.019326 -0.907382 -2.176861 -0.015 0.397 0.135 0.23
H 1.182058 1.106231 2.123341 0.068 0.577 0.068 0.24
H 2.752272 0.267632 2.300785 -0.880 0.175 -0.221 0.24
H 2.764331 1.534708 1.282335 0.275 1.685 -0.903 0.24
```
Forces are in eV/Å.

Output
E_HOMO   -8.95 eV
Calculated total energy   -817.1188 a.u.
Frontier orbital gap   0.360 Eh
ΔE to the lowest compared entry with this formula, charge and spin   0.227 eV
M   144.4 g mol⁻¹

---

(2)
Formula: C6H17AsCeI2N2OS5
Source: the OMol25 dataset
Level of theory: wB97M-V/def2-TZVPD

XYZ file:
```
35
Properties=species:S:1:pos:R:3:forces:R:3:nbo_charge:R:1
Ce 0.137888 0.319689 -0.224715 1.780 0.003 -0.039 0.38
S -3.000375 -0.351263 2.347416 0.260 -0.053 0.174 -0.71
As -2.948925 -0.124574 0.253005 -0.193 -0.273 0.918 0.91
S -1.700222 -1.657533 -0.651845 0.063 0.226 -0.072 -0.40
S -2.097943 1.798453 -0.307063 0.008 -0.043 -0.062 -0.37
S -5.010005 -0.287106 -0.379316 -0.351 0.056 -0.698 -0.02
I 2.268721 -1.798342 -0.142370 -0.360 0.229 -0.118 -0.14
I 2.028805 2.472930 0.637085 -0.483 -0.296 -0.207 -0.11
N -1.413995 -2.885981 4.014726 -0.016 0.070 -0.015 -0.68
C -0.517052 -1.671281 4.094749 -0.123 -0.261 -0.003 -0.23
C 0.159499 -1.532168 2.742772 0.013 0.238 0.073 -0.25
N 0.510066 -0.144257 2.433745 -0.314 0.020 -0.453 -0.83
H -2.012696 -2.978252 4.833708 -0.023 0.006 0.076 0.44
H -0.889507 -3.752561 3.905394 0.072 -0.051 -0.039 0.44
H -2.028420 -2.760385 3.192000 -0.059 0.179 0.067 0.47
H 0.170259 -1.775372 4.929051 0.008 -0.169 0.072 0.23
H -1.195255 -0.847942 4.279547 -0.021 0.190 -0.005 0.25
H -0.557005 -1.846740 1.988350 -0.087 -0.191 -0.138 0.23
H 1.030874 -2.176724 2.647606 0.092 0.102 0.016 0.24
H 1.430123 0.134094 2.745273 0.201 -0.048 -0.043 0.42
H -0.167600 0.486886 2.851187 -0.085 0.109 -0.005 0.41
O 0.827128 0.676033 -2.334214 -0.344 0.048 0.158 -0.96
S 1.317665 1.304130 -3.660918 0.136 -0.035 0.441 1.29
C 1.104531 -0.046986 -4.850362 -0.012 -0.024 -0.136 -0.58
C -0.074194 0.320212 -5.759554 0.025 0.013 0.104 -0.41
C -1.018965 1.160560 -4.903834 0.027 0.028 -0.049 -0.41
C -0.120449 2.204557 -4.251369 -0.095 0.008 -0.061 -0.58
H 0.900479 -0.903768 -4.209375 -0.016 -0.075 -0.017 0.27
H 2.049454 -0.203377 -5.366183 -0.010 -0.009 -0.015 0.26
H -0.545927 -0.576621 -6.159037 0.008 0.001 0.046 0.25
H 0.280558 0.911100 -6.605512 0.001 -0.016 -0.024 0.22
H -1.488543 0.548317 -4.132765 -0.038 -0.030 0.027 0.23
H -1.809721 1.628769 -5.487601 0.015 0.021 -0.008 0.25
H -0.531451 2.712658 -3.381647 -0.054 0.078 0.009 0.27
H 0.249902 2.947634 -4.963553 -0.024 -0.049 0.027 0.25
```
Forces are in eV/Å.

Output
E_HOMO (alpha / beta)   -11.16 / -11.16 eV
Calculated total energy   -5720.6965 a.u.
Frontier orbital gap (alpha / beta)   0.245 / 0.206 Eh
<S²>   0.754
ΔE to the lowest compared entry with this formula, charge and spin   0.520 eV
M   762.4 g mol⁻¹
Multiplicity   2
Charge   +1

---

(3)
Formula: C6H17BrNaO7PS
Source: the OMol25 dataset
Level of theory: wB97M-V/def2-TZVPD

XYZ file:
```
34
Properties=species:S:1:pos:R:3:forces:R:3:nbo_charge:R:1
Na -0.799363 2.712420 1.324303 0.339 -0.902 0.227 0.95
Br 0.185369 1.173928 3.630622 -0.063 0.309 -0.395 -0.95
O -1.741967 0.325098 0.909520 -0.303 0.755 0.073 -0.98
S -2.810456 -0.341515 1.604739 -0.615 -1.194 -0.381 2.39
O -3.916888 0.315034 2.243291 0.939 0.101 -0.551 -0.91
O -3.517667 -1.311695 0.519377 0.121 0.395 0.912 -0.73
C -2.787948 -1.937877 -0.546224 -0.131 -0.587 -0.053 -0.07
C -3.082119 -1.185931 -1.820963 0.667 0.048 -0.387 -0.63
C -2.144621 -1.549337 2.705554 0.293 0.958 0.106 -0.90
H -3.142671 -2.973759 -0.544874 -0.377 0.193 -0.293 0.19
H -1.722312 -2.094963 -0.354354 0.038 0.816 0.230 0.18
H -2.431212 -1.541950 -2.626310 -0.243 -0.166 -0.011 0.21
H -2.835940 -0.129608 -1.712633 -0.031 -0.001 0.222 0.23
H -4.124885 -1.263249 -2.118176 -0.024 -0.116 0.041 0.22
H -3.025580 -2.123804 2.972971 0.394 -0.539 0.098 0.25
H -1.685984 -1.034618 3.552690 -0.345 0.222 0.049 0.30
H -1.291113 -2.008827 2.211375 -0.419 -0.570 -0.185 0.25
C 3.127216 1.391982 -3.222890 1.431 -0.996 0.659 -0.26
O 2.001241 1.773479 -2.446389 -0.328 -0.114 0.345 -0.81
P 1.797687 1.344639 -0.940336 0.531 -0.997 -0.814 2.61
O 0.688770 2.059711 -0.307476 -0.419 0.012 0.119 -1.16
O 3.184741 1.544087 -0.200239 -0.338 0.138 -0.290 -0.82
C 3.207635 2.042368 1.141377 0.119 -0.106 1.367 -0.27
O 1.693981 -0.253311 -1.149339 -0.559 1.540 0.305 -0.80
C 1.321724 -1.067087 -0.055025 0.639 -1.539 1.325 -0.28
H 2.876117 1.046517 -4.221895 -0.449 0.967 -0.204 0.20
H 3.666054 0.500201 -2.864138 -0.490 0.100 0.616 0.19
H 3.864680 2.182095 -3.103019 -0.076 0.208 -0.830 0.20
H 3.438009 3.105373 1.209657 0.061 -0.020 -0.471 0.18
H 3.961011 1.487048 1.702122 0.168 0.048 -0.326 0.20
H 2.286145 1.868944 1.702067 -0.189 -0.055 -0.366 0.23
H 0.976889 -0.611550 0.879617 -0.266 0.796 -0.514 0.23
H 2.198896 -1.635194 0.285449 0.010 0.052 -0.354 0.18
H 0.584574 -1.808657 -0.360459 -0.085 0.244 -0.270 0.18
```
Forces are in eV/Å.

Output
E_HOMO   -7.95 eV
Calculated total energy   -4241.5046 a.u.
Frontier orbital gap   0.286 Eh
M   367.1 g mol⁻¹

---

(4)
Formula: C6H17BrO7PS
Source: the OMol25 dataset
Level of theory: wB97M-V/def2-TZVPD

XYZ file:
```
33
Properties=species:S:1:pos:R:3:forces:R:3:nbo_charge:R:1
Br 14.687637 -0.669848 25.311856 -0.260 0.145 -0.178 -0.98
O 11.618937 2.944548 26.141519 -1.029 1.021 -3.372 -0.86
S 11.191188 2.837200 24.727399 0.529 -0.627 -1.142 2.27
O 9.931825 3.371356 24.130582 2.565 -0.152 1.683 -0.94
O 12.488267 3.240390 23.673747 -2.151 -0.261 1.491 -0.70
C 12.201866 3.408292 22.250888 2.489 1.758 0.341 -0.08
C 12.300648 4.926602 21.944521 -1.519 -0.719 -0.479 -0.63
C 11.153080 1.096003 24.417189 -0.675 0.984 0.126 -0.88
H 11.359519 2.858210 21.831421 -0.068 0.197 0.408 0.20
H 13.152888 3.120596 21.802687 -0.274 -1.178 -0.002 0.19
H 12.466598 5.089331 20.879586 -0.137 -0.227 -0.232 0.20
H 13.160459 5.398019 22.420538 -0.388 -0.180 0.491 0.22
H 11.316178 5.334883 22.173065 0.343 0.738 0.333 0.21
H 10.227383 0.936671 24.970177 0.230 -1.012 0.318 0.23
H 12.087959 0.683269 24.796338 -0.125 -0.456 0.077 0.32
H 10.922814 0.900951 23.369794 0.349 0.091 0.030 0.23
C 13.587393 -2.592997 20.443148 0.201 -1.170 -0.509 -0.28
O 14.461472 -1.717461 19.600082 -0.332 -0.509 2.137 -0.83
P 15.867150 -1.197037 20.230607 0.926 -1.030 0.417 2.53
O 16.394704 -2.034512 21.345558 -0.796 1.043 -1.644 -1.07
O 16.824719 -1.180776 18.875226 -1.383 -0.023 0.321 -0.78
C 17.186387 -2.474199 18.392380 1.678 -1.951 0.963 -0.28
O 15.684092 0.369738 20.533098 1.839 -2.558 -1.425 -0.79
C 14.808599 0.770846 21.534880 -1.375 2.716 0.537 -0.29
H 13.680210 -3.608534 20.058211 -0.525 0.178 -1.173 0.18
H 12.555019 -2.246427 20.489880 0.270 0.276 -0.643 0.19
H 13.796810 -2.944377 21.453485 1.233 1.722 0.574 0.24
H 18.251333 -2.655216 18.538046 0.304 0.506 0.911 0.18
H 17.220419 -2.867042 17.376203 -1.465 1.733 -1.013 0.19
H 16.729236 -3.317888 18.909390 -0.391 0.385 0.482 0.19
H 13.793112 0.650808 21.157416 -0.214 -0.251 0.377 0.16
H 14.999168 1.843959 21.549267 -0.353 0.330 -0.068 0.18
H 14.909361 0.568926 22.601261 0.503 -1.515 -0.136 0.27
```
Forces are in eV/Å.

Output
E_HOMO   -3.93 eV
Calculated total energy   -4079.1197 a.u.
Frontier orbital gap   0.243 Eh
ΔE to the lowest compared entry with this formula, charge and spin   2.195 eV
M   344.1 g mol⁻¹
Charge   -1

---

(5)
Formula: C6H17F2KN2O6S2
Source: the OMol25 dataset
Level of theory: wB97M-V/def2-TZVPD

XYZ file:
```
36
Properties=species:S:1:pos:R:3:forces:R:3:nbo_charge:R:1
K -3.288293 0.341678 -0.047938 0.114 -0.188 -0.020 1.00
N 0.580770 -6.379351 1.507622 4.844 -3.062 -0.269 -1.06
S -0.741557 -7.057033 1.291177 -6.595 1.065 -2.029 2.40
O -1.378098 -7.558484 2.482080 0.132 -0.725 -1.140 -0.91
O -0.974012 -7.624635 -0.070325 0.399 0.515 3.304 -0.91
F -1.478890 -5.596948 1.191077 -0.705 0.008 -0.389 -0.56
S 1.501790 -7.835291 1.285926 4.596 0.367 -0.066 2.31
O 2.282115 -7.812332 0.018779 -2.565 -0.455 2.675 -0.89
O 1.050071 -9.090178 1.917221 0.305 2.607 -1.865 -0.86
F 2.657870 -7.373084 2.324503 -0.481 -0.145 -0.246 -0.52
C -4.794800 -3.669030 -6.070775 -0.951 0.861 0.435 -0.62
C -5.913002 -2.663945 -5.677579 0.595 -1.045 0.735 -0.06
O -5.513374 -1.892287 -4.550924 1.169 0.920 0.343 -0.75
H -5.248500 -4.362520 -6.778804 0.222 -0.107 -0.017 0.22
H -4.500482 -4.201332 -5.166265 0.097 -0.100 -0.143 0.22
H -3.924806 -3.191009 -6.520986 -0.086 0.037 0.035 0.21
H -6.714302 -3.237872 -5.212153 -0.633 -0.306 -1.166 0.17
H -6.187789 -2.027372 -6.518630 -0.284 -0.120 0.011 0.16
H -6.174868 -1.223303 -4.359857 -0.131 -0.096 -0.188 0.46
C 2.770965 5.455202 0.214666 0.302 0.550 0.267 -0.62
C 2.335351 4.750688 1.484201 0.328 -0.138 1.492 -0.06
C 2.732998 5.378724 2.899104 0.765 0.708 -1.276 -0.07
O 4.119866 5.755655 2.971062 -0.917 -1.443 -0.198 -0.54
C 4.539949 6.176409 4.236807 0.813 0.538 0.445 -0.26
N 0.867983 4.568771 1.524805 0.610 -0.027 -0.425 -0.83
H 2.795392 4.825248 -0.674520 -0.359 -0.277 0.217 0.22
H 3.794267 5.815088 0.321575 -0.034 0.162 0.152 0.23
H 2.119445 6.303769 0.005917 0.044 0.177 -0.043 0.20
H 2.829819 3.779297 1.484167 -0.178 -0.227 0.025 0.19
H 2.438658 4.660772 3.664619 0.365 -0.403 0.140 0.16
H 2.154292 6.270420 3.140087 -0.391 0.319 -0.353 0.15
H 4.268134 7.222573 4.377368 0.015 0.167 0.210 0.17
H 5.622040 6.066173 4.307735 0.143 0.346 -0.508 0.20
H 4.250857 5.621515 5.129341 -0.932 -0.477 -0.267 0.17
H 0.501171 5.501792 1.402275 -0.414 0.168 -0.052 0.34
H 0.618972 4.302233 2.466641 -0.204 -0.173 0.175 0.35
```
Forces are in eV/Å.

Output
E_HOMO   -7.92 eV
Calculated total energy   -2395.6330 a.u.
Frontier orbital gap   0.184 Eh
M   354.4 g mol⁻¹

---

(6)
Formula: C6H17I2NO3Pd
Source: the OMol25 dataset
Level of theory: wB97M-V/def2-TZVPD

XYZ file:
```
30
Properties=species:S:1:pos:R:3:forces:R:3:nbo_charge:R:1
Pd -3.413429 0.331276 11.473639 -0.695 0.842 -0.629 0.94
I -6.051587 -0.087538 10.558441 0.486 0.050 0.094 -0.61
I -2.085002 1.781123 9.497943 -0.175 -0.254 0.353 -0.60
C -5.061568 2.917922 14.710299 -0.290 0.153 -0.028 -0.63
C -4.287009 1.825295 13.992443 0.262 0.304 -0.328 -0.07
C -4.946313 0.472816 14.182348 -0.397 0.470 -0.063 -0.08
O -4.175069 -0.502426 13.534920 0.635 0.730 0.032 -0.56
C -4.441220 -1.799279 13.913464 -0.759 -1.491 0.442 -0.24
N -4.114521 2.136043 12.532410 -0.689 0.664 1.021 -0.81
H -4.585491 3.891782 14.583013 0.087 -0.061 0.028 0.22
H -5.151752 2.723112 15.780179 0.073 -0.036 -0.016 0.22
H -6.075932 3.009974 14.307791 0.058 -0.099 -0.001 0.22
H -3.267624 1.790774 14.390666 -0.076 -0.177 0.072 0.19
H -5.961458 0.493431 13.759794 0.046 -0.055 0.025 0.20
H -5.019540 0.262393 15.255058 0.058 -0.078 -0.009 0.18
H -3.692979 -2.463741 13.486953 0.064 0.119 -0.147 0.19
H -5.435986 -2.134481 13.581511 0.155 0.123 -0.099 0.19
H -4.415003 -1.929227 15.005567 0.112 0.199 -0.071 0.17
H -3.599006 3.016996 12.499925 0.418 -0.385 -0.331 0.39
H -5.029978 2.427382 12.176032 0.062 -0.534 -0.235 0.40
C -0.558008 -0.887824 11.937780 -0.193 1.026 0.019 -0.10
C -1.281976 -1.972268 11.165953 0.181 -0.533 -0.054 -0.09
O -2.597557 -1.593603 10.736663 0.950 -0.575 0.290 -0.73
O -1.459536 -0.074886 12.737819 0.492 -0.922 -0.191 -0.74
H -0.057626 -0.225042 11.227332 -0.026 0.006 0.061 0.20
H 0.177705 -1.333282 12.606313 0.077 -0.197 -0.134 0.18
H -1.320084 -2.907764 11.736918 -0.270 0.186 0.144 0.17
H -0.660027 -2.182576 10.290225 -0.043 0.038 -0.020 0.19
H -2.942469 -2.342881 10.241660 -0.477 0.291 -0.133 0.51
H -0.906477 0.475909 13.300000 -0.126 0.199 -0.092 0.49
```
Forces are in eV/Å.

Output
E_HOMO (alpha / beta)   -7.56 / -7.80 eV
Calculated total energy   -1242.5563 a.u.
Frontier orbital gap (alpha / beta)   0.282 / 0.255 Eh
<S²>   2.009
ΔE to the lowest compared entry with this formula, charge and spin   0.087 eV
M   511.4 g mol⁻¹
Multiplicity   3

---

Which value of calculated total energy does entry 5 give?
-2395.6330 a.u.

---

Number 4 is which compound?
C6H17BrO7PS